No. 1
{"formula": "C3H9N3", "method": "wB97M-V/def2-TZVPD", "smiles": "[H]/N=C/N.C=NC", "orbital_gap_ev": 10.553, "relative_energy_kcal_mol": 59.97, "homo_energy_ev": -9.5, "spin_multiplicity": 1, "lumo_energy_ev": 1.04, "symbols": ["C", "C", "N", "H", "H", "H", "H", "H", "N", "C", "N", "H", "H", "H", "H"], "xyz": [[2.33687, -1.33998, -1.30871], [1.33848, 0.53683, -2.21055], [2.33036, 0.06847, -1.61425], [2.48530, -2.01043, -2.14934], [1.54226, -1.72038, -0.65834], [3.16967, -1.57023, -0.63482], [1.18881, 1.61758, -2.27767], [0.46183, 0.05042, -2.65068], [-3.00752, -0.28060, 1.68067], [-1.81604, 0.36433, 2.11643], [-1.02978, 0.92818, 1.33010], [-3.04796, -0.92464, 0.91361], [-3.66013, 0.43113, 1.36723], [-1.59517, 0.10888, 3.15864], [-0.20945, 1.43433, 1.63702]]}


No. 2
{"formula": "C3H9NO2S", "method": "wB97M-V/def2-TZVPD", "orbital_gap_ev": 4.721, "relative_energy_kcal_mol": 142.95, "homo_energy_ev": -8.3, "spin_multiplicity": 1, "lumo_energy_ev": -3.54, "symbols": ["O", "C", "C", "C", "S", "N", "H", "H", "H", "H", "H", "H", "H", "H", "H", "O"], "xyz": [[-2.42389, -0.50737, 1.26663], [-2.12390, -0.89963, 0.12657], [-2.03390, 0.07112, -0.88130], [2.97990, 0.02156, 0.11257], [1.38345, 0.13822, -0.73224], [-1.11470, 0.22526, -1.92681], [-1.91371, -1.99802, 0.11833], [-2.58814, 0.96505, -0.62443], [3.79018, -0.28272, -0.56807], [3.21504, 1.04417, 0.43887], [2.92913, -0.54200, 1.04213], [-1.46285, 0.92336, -2.57969], [-0.21052, 0.62149, -1.60924], [-0.92685, 0.04578, 2.04052], [0.50697, 0.12453, 1.48289], [-0.00621, 0.04920, 2.29329]]}


No. 3
{"formula": "C20H56As5F30N4O4", "method": "wB97M-V/def2-TZVPD", "orbital_gap_ev": 7.194, "relative_energy_kcal_mol": 92.73, "charge": -1, "homo_energy_ev": -6.8, "spin_multiplicity": 1, "lumo_energy_ev": 0.41, "symbols": ["C", "C", "N", "C", "C", "C", "C", "C", "O", "C", "H", "H", "H", "H", "H", "H", "H", "H", "H", "H", "H", "H", "H", "H", "H", "H", "H", "H", "H", "H", "C", "C", "C", "O", "C", "N", "H", "H", "H", "H", "H", "H", "H", "H", "H", "H", "H", "H", "C", "C", "C", "O", "C", "N", "H", "H", "H", "H", "H", "H", "H", "H", "H", "H", "H", "H", "C", "C", "C", "O", "C", "N", "H", "H", "H", "H", "H", "H", "H", "H", "H", "H", "H", "H", "As", "F", "F", "F", "F", "F", "F", "As", "F", "F", "F", "F", "F", "F", "As", "F", "F", "F", "F", "F", "F", "As", "F", "F", "F", "F", "F", "F", "As", "F", "F", "F", "F", "F", "F"], "xyz": [[5.19162, -3.38450, -8.16169], [5.45639, -3.58352, -9.64260], [4.21794, -3.67886, -10.48986], [3.49894, -2.36647, -10.57518], [4.58591, -4.09038, -11.89876], [5.35600, -3.04816, -12.72539], [3.17326, -4.64804, -9.97707], [3.72482, -6.05810, -9.69195], [4.39195, -6.75063, -10.70229], [3.57212, -7.48741, -11.58806], [5.94603, -2.73774, -7.71072], [5.13412, -4.28893, -7.56494], [4.30909, -2.74783, -8.04142], [6.12708, -4.43049, -9.79710], [5.99971, -2.76436, -10.10911], [4.17408, -1.57607, -10.88526], [3.00540, -2.14627, -9.63131], [2.69548, -2.46708, -11.30312], [3.72908, -4.49434, -12.43600], [5.28536, -4.91792, -11.77979], [6.11666, -2.62309, -12.08226], [4.64298, -2.28040, -13.03265], [5.63801, -3.67079, -13.57104], [2.38434, -4.67615, -10.72138], [2.87770, -4.36081, -8.96880], [2.83197, -6.60277, -9.35019], [4.39491, -6.04547, -8.83030], [4.04890, -8.45195, -11.75002], [3.35957, -6.91490, -12.49375], [2.59129, -7.75181, -11.16709], [10.29684, -3.36964, -18.35654], [9.38499, -3.88404, -17.24070], [7.94532, -3.41705, -17.41506], [7.18206, -4.18707, -16.48334], [5.79954, -4.31583, -16.81137], [9.42944, -5.36995, -17.11570], [10.40132, -5.69238, -17.18513], [9.03443, -5.61568, -16.20061], [8.81758, -5.80796, -17.80986], [11.31037, -3.29002, -17.96745], [9.99662, -2.34059, -18.55618], [10.17793, -3.89615, -19.30409], [9.82690, -3.47965, -16.33126], [7.60482, -3.72937, -18.41272], [7.76975, -2.35675, -17.23361], [5.69792, -5.32315, -17.20914], [5.43987, -3.50413, -17.44084], [5.21545, -4.26059, -15.88876], [4.85132, -7.52103, -17.72865], [3.82833, -8.49905, -17.18208], [4.33059, -9.54288, -16.22843], [3.17279, -10.30607, -15.87069], [3.35315, -11.15461, -14.77121], [2.67297, -7.70041, -16.57925], [2.49174, -6.82077, -17.06297], [1.78629, -8.18779, -16.70544], [2.94304, -7.54528, -15.61149], [4.37975, -6.76160, -18.34596], [5.57761, -8.10479, -18.29398], [5.47603, -7.05898, -16.96043], [3.35675, -9.04806, -17.99832], [4.79829, -9.12224, -15.32819], [5.02057, -10.25058, -16.69197], [3.97605, -12.02978, -14.98201], [2.40406, -11.47719, -14.34826], [3.86391, -10.63981, -13.94333], [11.73232, -1.89171, -25.41385], [10.65688, -1.84572, -24.33234], [11.24998, -1.53880, -22.97589], [10.13759, -1.21372, -22.17958], [10.42160, -1.03019, -20.80269], [9.62342, -0.78691, -24.59963], [9.00235, -0.76665, -23.77461], [9.98118, 0.17477, -24.57817], [9.15214, -0.90760, -25.49303], [12.15163, -0.88328, -25.46842], [11.34186, -2.23658, -26.36822], [12.56646, -2.51749, -25.10376], [10.07163, -2.76334, -24.26851], [11.84352, -0.61900, -23.09632], [11.78061, -2.37494, -22.51920], [9.53198, -0.83557, -20.21083], [11.00539, -0.11844, -20.62936], [10.94024, -1.90204, -20.40107], [2.16139, -4.12468, -18.47798], [3.12520, -4.86027, -17.16626], [0.75597, -4.49359, -17.48340], [1.08343, -3.48717, -19.68433], [3.54496, -3.75196, -19.43055], [2.05407, -5.73728, -19.14588], [2.30764, -2.55329, -17.75642], [9.13080, 0.68842, -16.94846], [8.40001, 2.27375, -17.04432], [9.15726, 0.60062, -18.70685], [9.95822, -0.83831, -16.83612], [9.00739, 0.70688, -15.22664], [7.59703, -0.12923, -17.02854], [10.66959, 1.52356, -16.93771], [7.60820, -6.39674, -21.07284], [8.24034, -5.88077, -22.60372], [6.12899, -5.54244, -21.42674], [6.93253, -6.78686, -19.49924], [9.08630, -7.24458, -20.74436], [8.27582, -4.95743, -20.30428], [6.92115, -7.84399, -21.77438], [13.45607, -6.14680, -16.10968], [12.81215, -4.51889, -16.28983], [14.61922, -5.72451, -14.88663], [13.88996, -7.82564, -15.89316], [12.20094, -6.71903, -17.24394], [14.64635, -5.82476, -17.33702], [12.23302, -6.34037, -14.88254], [8.63934, -5.72028, -13.12884], [7.78507, -4.79888, -11.85905], [7.09710, -5.64573, -14.00672], [9.30128, -6.59488, -14.47249], [10.05741, -5.77711, -12.14720], [8.15635, -7.25106, -12.45581], [9.12563, -4.21875, -13.83472]]}


- What is the formula in the second record?
  C3H9NO2S